Record 1
Entry from the Open Molecules 2025 dataset: an isolated molecule of CH7N5O in a non-equilibrium geometry (ωB97M-V/def2-TZVPD).

Structure (XYZ):
```
14
Properties=species:S:1:pos:R:3
H 1.515 -1.950 -1.518
N 1.036 -1.066 -1.245
N 1.103 -0.861 -0.050
O 1.554 -1.669 0.763
C 0.328 0.557 0.394
N 0.620 0.889 1.706
N -1.089 0.215 0.108
N -1.598 0.111 -1.160
H 0.669 1.292 -0.272
H 1.598 0.759 1.791
H 0.172 0.530 2.496
H -1.393 -0.567 0.719
H -2.219 0.833 -1.492
H -1.186 -0.591 -1.802
```

Summary:
Energy above the lowest of the compared OMol25 structures with the same formula, charge and spin ... 44.79 kcal per mole
E_HOMO ... -9.301 eV

natural (NBO) population analysis, charges in e, atoms 1 to 2: H 0.34; N -0.49



Record 2
Entry from the Open Molecules 2025 dataset: a 3-piece molecular cluster, CH7NO2 overall in a non-equilibrium geometry (ωB97M-V/def2-TZVPD).

Structure (XYZ):
```
11
Properties=species:S:1:pos:R:3
N 0.613 -0.829 -0.406
C -0.339 -0.528 0.679
O 2.285 0.969 0.051
H -0.891 -1.374 1.036
H 0.287 -0.856 -1.371
H -1.182 0.065 0.204
H -0.053 0.176 1.486
H 2.968 1.418 -0.413
H 1.548 -0.333 -0.347
H -3.382 0.444 -0.104
O -2.479 0.211 -0.266
```

Summary:
Energy above the lowest of the compared OMol25 structures with the same formula, charge and spin ... 180.27 kcal per mole
E_HOMO ... -8.945 eV

natural (NBO) population analysis, charges in e, atoms 1 to 2: N -0.47; C -0.34



Record 3
Entry from the Open Molecules 2025 dataset: a 3-piece molecular cluster, CH7NO2 overall in a non-equilibrium geometry (ωB97M-V/def2-TZVPD).

Structure (XYZ):
```
11
Properties=species:S:1:pos:R:3
C 2.913 -1.524 0.728
N 1.852 -1.892 1.339
H 3.667 -1.122 1.381
H 2.896 -1.217 -0.378
H 1.453 -2.647 0.779
O -2.449 -0.528 -1.321
H -1.791 -0.186 -1.914
H -2.923 -1.005 -1.994
O -1.639 3.116 0.264
H -2.605 3.141 0.213
H -1.372 3.863 0.903
```

Summary:
Energy above the lowest of the compared OMol25 structures with the same formula, charge and spin ... 42.26 kcal per mole
E_HOMO ... -9.437 eV

natural (NBO) population analysis, charges in e, atoms 1 to 2: C -0.04; N -0.61